{"formula": "C16H21FN2O6", "method": "ωB97M-V/def2-TZVPD", "e_homo_ev": -9.5, "e_lumo_ev": -0.61, "orbital_gap_ev": 8.9, "species": ["N", "C", "C", "O", "C", "C", "C", "C", "F", "C", "C", "C", "N", "C", "C", "O", "C", "O", "H", "H", "H", "H", "H", "H", "H", "H", "H", "H", "H", "H", "H", "H", "H", "C", "C", "C", "O", "C", "O", "O", "H", "H", "H", "H", "H", "H"], "positions_angstrom": [[-4.40, 2.01, -1.84], [-3.75, 2.45, -0.57], [-2.29, 3.09, -0.74], [-2.35, 4.56, -0.83], [-1.44, 2.52, -1.98], [-0.54, 1.29, -1.48], [0.55, 0.64, -2.47], [1.04, -0.62, -1.57], [1.10, -1.69, -2.55], [2.44, -0.20, -0.95], [3.79, -0.91, -1.32], [5.05, -0.34, -0.65], [5.22, 0.74, 0.25], [4.02, 1.38, 0.65], [2.67, 0.94, 0.08], [-0.07, -0.90, -0.71], [-1.24, -0.08, -1.03], [-2.43, -0.42, -0.99], [-5.27, 1.53, -1.54], [-3.86, 1.27, -2.32], [-3.73, 1.55, 0.16], [-4.45, 3.22, -0.08], [-1.73, 2.87, 0.25], [-1.73, 4.88, -0.13], [-2.06, 2.27, -2.91], [-0.73, 3.38, -2.29], [-0.11, 1.69, -0.50], [-0.09, 0.39, -3.39], [1.38, 1.36, -2.82], [3.83, -1.81, -2.05], [6.03, -0.88, -0.95], [4.06, 2.26, 1.39], [1.74, 1.51, 0.46], [-0.52, -3.47, 1.17], [-0.56, -3.12, 2.64], [0.41, -2.04, 3.02], [0.68, -2.35, 4.39], [0.48, -3.69, 4.54], [0.80, -4.32, 5.50], [-0.13, -4.22, 3.44], [-1.27, -4.24, 0.94], [-0.72, -2.60, 0.54], [0.45, -3.90, 0.89], [-1.58, -2.86, 2.94], [-0.02, -1.04, 2.93], [1.35, -2.08, 2.46]]}

{"formula": "C16H21IrN3O3S", "method": "ωB97M-V/def2-TZVPD", "de_lowest_ev": 0.0000, "charge": 4, "e_homo_ev": [-20.4, -22.5], "spin_multiplicity": 6, "e_lumo_ev": [-12.91, -18.13], "s2": 8.785, "orbital_gap_ev": [7.5, 4.4], "species": ["N", "C", "C", "H", "H", "H", "N", "C", "C", "H", "H", "H", "N", "C", "C", "H", "H", "H", "Ir", "C", "O", "C", "O", "C", "C", "C", "C", "C", "C", "H", "H", "H", "H", "H", "H", "C", "S", "C", "O", "H", "H", "H", "H", "H", "H"], "positions_angstrom": [[1.09, 1.65, -0.03], [1.00, 2.80, 0.11], [0.87, 4.22, 0.30], [-0.20, 4.49, 0.23], [1.43, 4.77, -0.48], [1.27, 4.51, 1.29], [2.04, -1.41, -0.14], [3.01, -2.01, -0.43], [4.26, -2.77, -0.51], [4.95, -2.32, -1.25], [4.05, -3.82, -0.81], [4.76, -2.78, 0.49], [-1.22, -1.41, 0.15], [-2.30, -1.87, 0.20], [-3.60, -2.49, 0.28], [-3.62, -3.32, 1.02], [-3.88, -2.91, -0.70], [-4.37, -1.74, 0.55], [0.56, -0.48, 1.07], [0.37, -2.06, 2.11], [0.30, -3.12, 2.59], [1.95, 0.36, 1.99], [2.87, 0.92, 2.43], [1.07, 0.96, -2.68], [-0.32, 1.04, -2.53], [-1.08, -0.14, -2.50], [-0.44, -1.38, -2.63], [0.94, -1.45, -2.74], [1.70, -0.28, -2.77], [1.66, 1.88, -2.71], [-0.79, 2.01, -2.46], [-2.16, -0.11, -2.42], [-1.04, -2.29, -2.65], [1.45, -2.41, -2.84], [2.79, -0.34, -2.87], [-2.15, 0.79, 3.38], [-0.93, 1.25, 2.14], [-2.04, 1.62, 0.75], [-0.26, 2.44, 2.69], [-2.88, 0.13, 2.93], [-2.66, 1.71, 3.74], [-1.65, 0.29, 4.23], [-2.18, 2.71, 0.72], [-1.61, 1.23, -0.18], [-2.99, 1.10, 0.95]]}

{"formula": "C16H21MnN3O3S", "method": "ωB97M-V/def2-TZVPD", "de_lowest_ev": 0.0000, "charge": 4, "e_homo_ev": [-22.8, -22.8], "spin_multiplicity": 4, "e_lumo_ev": [-16.74, -15.86], "s2": 3.906, "orbital_gap_ev": [6.1, 6.9], "species": ["N", "C", "C", "H", "H", "H", "N", "C", "C", "H", "H", "H", "N", "C", "C", "H", "H", "H", "Mn", "C", "O", "C", "O", "C", "C", "C", "C", "C", "C", "H", "H", "H", "H", "H", "H", "C", "S", "C", "O", "H", "H", "H", "H", "H", "H"], "positions_angstrom": [[0.86, 2.13, -0.69], [0.57, 3.20, -0.38], [0.32, 4.58, -0.05], [-0.76, 4.78, -0.06], [0.81, 5.23, -0.80], [0.72, 4.81, 0.94], [1.75, -1.28, -1.18], [2.72, -1.86, -1.00], [3.93, -2.61, -0.79], [4.72, -2.22, -1.45], [3.75, -3.67, -1.03], [4.26, -2.52, 0.26], [-1.67, -1.21, -0.37], [-2.74, -1.64, -0.25], [-4.05, -2.21, -0.08], [-4.02, -2.99, 0.68], [-4.38, -2.65, -1.04], [-4.76, -1.43, 0.21], [0.04, -0.02, -1.82], [0.26, -1.64, 1.76], [-0.45, -2.39, 2.24], [1.96, 0.51, 1.43], [2.05, 1.37, 2.19], [0.45, 1.35, -3.65], [-0.90, 1.41, -3.25], [-1.66, 0.22, -3.19], [-1.05, -1.01, -3.49], [0.30, -1.06, -3.86], [1.05, 0.12, -3.95], [1.04, 2.27, -3.70], [-1.36, 2.37, -3.00], [-2.72, 0.25, -2.91], [-1.63, -1.94, -3.44], [0.77, -2.02, -4.09], [2.10, 0.09, -4.24], [-0.90, 1.18, 3.86], [-1.97, 0.92, 2.43], [-3.36, 1.92, 2.94], [-1.32, 1.62, 1.27], [-1.54, 1.23, 4.75], [-0.34, 2.11, 3.72], [-0.22, 0.33, 3.95], [-3.12, 2.97, 2.76], [-4.22, 1.61, 2.33], [-3.57, 1.72, 3.99]]}

{"formula": "C16H21N3O2", "method": "ωB97M-V/def2-TZVPD", "de_lowest_ev": 0.6975, "e_homo_ev": -8.7, "e_lumo_ev": 0.63, "orbital_gap_ev": 9.3, "species": ["C", "C", "C", "C", "C", "C", "C", "C", "O", "N", "C", "N", "C", "C", "C", "C", "C", "C", "N", "C", "O", "H", "H", "H", "H", "H", "H", "H", "H", "H", "H", "H", "H", "H", "H", "H", "H", "H", "H", "H", "H", "H"], "positions_angstrom": [[4.99, -0.06, 0.49], [3.53, 0.34, 0.62], [2.63, -0.79, 0.13], [1.11, -0.57, 0.27], [0.64, -0.29, 1.73], [0.91, -1.41, 2.74], [2.17, -1.21, 3.58], [0.62, 0.63, -0.53], [1.26, 1.62, -0.76], [-0.70, 0.57, -0.92], [-1.51, -0.55, -0.93], [-2.73, -0.59, -1.25], [-3.47, 0.48, -1.75], [-4.68, 0.80, -1.13], [-5.47, 1.81, -1.64], [-5.08, 2.50, -2.78], [-3.89, 2.17, -3.41], [-3.08, 1.17, -2.90], [-0.89, -1.72, -0.56], [0.41, -1.86, -0.15], [0.91, -2.96, -0.06], [5.64, 0.75, 0.83], [5.24, -0.28, -0.55], [5.21, -0.95, 1.08], [3.35, 1.24, 0.03], [3.32, 0.58, 1.66], [2.83, -0.96, -0.93], [2.87, -1.71, 0.65], [1.12, 0.63, 2.06], [-0.44, -0.10, 1.69], [0.98, -2.37, 2.23], [0.06, -1.46, 3.42], [2.24, -1.98, 4.34], [3.07, -1.27, 2.97], [2.15, -0.24, 4.07], [-1.08, 1.41, -1.34], [-4.97, 0.25, -0.25], [-6.40, 2.06, -1.15], [-5.70, 3.29, -3.18], [-3.58, 2.70, -4.30], [-2.17, 0.90, -3.40], [-1.42, -2.57, -0.73]]}

{"formula": "C16H21N3O3S2", "method": "ωB97M-V/def2-TZVPD", "de_lowest_ev": 0.0581, "e_homo_ev": -8.0, "e_lumo_ev": 0.44, "orbital_gap_ev": 8.4, "species": ["O", "C", "C", "C", "C", "S", "C", "N", "C", "S", "C", "C", "C", "C", "O", "N", "C", "C", "C", "N", "C", "C", "C", "O", "H", "H", "H", "H", "H", "H", "H", "H", "H", "H", "H", "H", "H", "H", "H", "H", "H", "H", "H", "H", "H"], "positions_angstrom": [[-4.23, -2.04, -0.45], [-3.64, -1.06, -0.05], [-4.34, 0.27, 0.21], [-4.47, 1.09, -1.08], [-3.14, 1.60, -1.61], [-2.33, 2.73, -0.42], [-0.70, 2.11, -0.38], [-0.36, 1.12, -1.14], [0.92, 0.71, -1.03], [1.54, -0.61, -1.97], [3.07, -0.43, -1.19], [3.10, 0.59, -0.29], [1.87, 1.26, -0.18], [1.49, 2.36, 0.68], [2.17, 2.95, 1.49], [0.14, 2.73, 0.48], [4.45, 0.71, 0.33], [5.16, -0.59, -0.12], [4.38, -1.13, -1.34], [-2.31, -1.04, 0.18], [-1.47, -2.20, 0.05], [-0.73, -2.49, 1.36], [0.30, -1.40, 1.70], [-0.29, -0.14, 1.94], [-5.34, 0.05, 0.58], [-3.80, 0.85, 0.96], [-5.13, 1.93, -0.90], [-4.92, 0.46, -1.86], [-3.28, 2.16, -2.53], [-2.42, 0.80, -1.78], [-0.20, 3.48, 1.06], [4.40, 0.81, 1.41], [4.96, 1.60, -0.06], [6.21, -0.41, -0.36], [5.12, -1.32, 0.69], [4.28, -2.22, -1.32], [4.86, -0.85, -2.28], [-1.85, -0.20, 0.51], [-2.12, -3.04, -0.21], [-0.74, -2.04, -0.75], [-0.20, -3.44, 1.27], [-1.45, -2.58, 2.18], [0.89, -1.71, 2.57], [0.98, -1.26, 0.86], [-0.80, -0.19, 2.75]]}

{"formula": "C16H21N3O3S2", "method": "ωB97M-V/def2-TZVPD", "de_lowest_ev": 2.2308, "e_homo_ev": -9.1, "e_lumo_ev": 0.49, "orbital_gap_ev": 9.6, "species": ["C", "C", "C", "C", "C", "C", "N", "N", "C", "N", "C", "O", "C", "S", "O", "O", "C", "C", "C", "C", "C", "C", "C", "S", "H", "H", "H", "H", "H", "H", "H", "H", "H", "H", "H", "H", "H", "H", "H", "H", "H", "H", "H", "H", "H"], "positions_angstrom": [[-2.30, -0.80, -2.55], [-3.27, -0.15, -1.58], [-3.34, -0.88, -0.22], [-4.22, -0.14, 0.80], [-5.69, -0.08, 0.39], [-1.96, -1.01, 0.33], [-1.31, -0.07, 0.92], [-0.07, -0.39, 1.27], [0.26, -1.59, 0.93], [1.49, -2.17, 1.13], [2.73, -1.57, 1.10], [3.72, -2.23, 1.27], [2.73, -0.11, 0.80], [2.38, 0.06, -1.00], [3.53, -0.40, -1.73], [1.12, -0.56, -1.31], [2.24, 1.88, -1.25], [1.14, 2.41, -0.41], [1.41, 2.92, 0.86], [0.38, 3.36, 1.67], [-0.93, 3.31, 1.22], [-1.20, 2.81, -0.04], [-0.17, 2.36, -0.85], [-1.02, -2.48, 0.15], [-2.52, -1.86, -2.67], [-2.37, -0.32, -3.52], [-1.27, -0.71, -2.20], [-2.98, 0.88, -1.40], [-4.27, -0.16, -2.01], [-3.73, -1.89, -0.38], [-4.14, -0.66, 1.76], [-3.82, 0.86, 0.94], [-5.82, 0.53, -0.50], [-6.28, 0.35, 1.19], [-6.07, -1.08, 0.18], [1.51, -3.18, 1.14], [1.93, 0.42, 1.32], [3.71, 0.31, 0.96], [2.05, 1.99, -2.32], [3.22, 2.27, -1.00], [2.43, 2.98, 1.21], [0.60, 3.75, 2.65], [-1.73, 3.65, 1.85], [-2.22, 2.78, -0.40], [-0.39, 1.96, -1.83]]}

{"formula": "C16H21NO2S", "method": "ωB97M-V/def2-TZVPD", "de_lowest_ev": 0.0000, "e_homo_ev": -8.0, "e_lumo_ev": 0.82, "orbital_gap_ev": 8.8, "species": ["C", "C", "N", "C", "C", "C", "C", "C", "O", "C", "C", "C", "C", "C", "S", "C", "O", "C", "C", "C", "H", "H", "H", "H", "H", "H", "H", "H", "H", "H", "H", "H", "H", "H", "H", "H", "H", "H", "H", "H", "H"], "positions_angstrom": [[1.04, -2.41, 5.61], [0.14, -3.00, 4.53], [0.28, -2.25, 3.30], [-0.53, -2.77, 2.21], [-0.33, -1.98, 0.95], [-0.28, -2.59, -0.29], [-0.12, -1.82, -1.43], [0.02, -0.44, -1.36], [0.20, 0.19, -2.56], [-0.23, 1.53, -2.74], [-0.42, 1.76, -4.20], [0.20, 2.66, -5.00], [-0.23, 2.59, -6.35], [-1.16, 1.63, -6.54], [-1.55, 0.79, -5.09], [0.00, 0.18, -0.10], [0.19, 1.54, -0.06], [0.18, 2.20, 1.19], [0.42, 3.68, 0.93], [-0.19, -0.60, 1.03], [2.09, -2.51, 5.33], [0.89, -2.93, 6.55], [0.82, -1.36, 5.75], [0.37, -4.07, 4.39], [-0.90, -2.93, 4.84], [1.25, -2.24, 3.01], [-0.33, -3.84, 2.01], [-1.58, -2.69, 2.53], [-0.37, -3.66, -0.37], [-0.09, -2.28, -2.41], [-1.17, 1.69, -2.20], [0.52, 2.23, -2.35], [0.94, 3.35, -4.65], [0.15, 3.22, -7.13], [-1.66, 1.35, -7.45], [-0.79, 2.05, 1.68], [0.97, 1.79, 1.84], [-0.36, 4.07, 0.28], [1.38, 3.82, 0.44], [0.42, 4.22, 1.87], [-0.21, -0.15, 2.01]]}

{"formula": "C16H21NdO3", "method": "ωB97M-V/def2-TZVPD", "charge": -2, "e_homo_ev": [2.2, 2.2], "spin_multiplicity": 4, "e_lumo_ev": [4.88, 4.88], "s2": 3.753, "orbital_gap_ev": [2.7, 2.7], "species": ["Nd", "C", "C", "C", "H", "C", "C", "H", "H", "H", "H", "C", "C", "C", "H", "C", "C", "H", "H", "H", "H", "O", "C", "C", "C", "C", "C", "H", "H", "H", "H", "H", "H", "H", "H", "H", "H", "O", "C", "O", "H"], "positions_angstrom": [[-0.24, 0.10, 0.87], [-2.89, -0.02, 0.31], [-2.59, 1.34, 0.61], [-1.77, 1.86, -0.44], [-2.91, 1.88, 1.50], [-1.58, 0.82, -1.40], [-2.29, -0.34, -0.94], [-2.36, -1.29, -1.46], [-3.51, -0.69, 0.91], [-1.39, 2.87, -0.51], [-1.01, 0.91, -2.32], [1.40, -2.45, 0.38], [0.29, -2.56, -0.51], [0.48, -1.61, -1.56], [-0.52, -3.28, -0.44], [1.68, -0.88, -1.29], [2.25, -1.40, -0.09], [3.19, -1.09, 0.36], [1.59, -3.08, 1.25], [-0.14, -1.48, -2.44], [2.12, -0.11, -1.92], [0.26, 2.12, 1.68], [2.74, 2.96, -1.29], [2.20, 3.51, 0.01], [1.94, 3.10, -2.52], [4.04, 2.27, -1.32], [1.28, 3.05, 1.53], [1.64, 4.43, -0.24], [3.08, 3.87, 0.55], [2.15, 2.82, 2.19], [0.90, 4.05, 1.83], [2.50, 3.70, -3.27], [0.98, 3.60, -2.28], [1.73, 2.12, -3.01], [4.83, 2.98, -1.63], [4.07, 1.42, -2.03], [4.25, 1.90, -0.31], [-1.45, -1.38, 2.43], [-0.58, -1.16, 3.35], [0.47, -0.47, 3.15], [-0.75, -1.60, 4.34]]}

{"formula": "C16H21OSi", "method": "ωB97M-V/def2-TZVPD", "charge": 1, "e_homo_ev": -11.2, "e_lumo_ev": -6.67, "orbital_gap_ev": 4.5, "species": ["C", "O", "C", "C", "C", "C", "C", "C", "C", "H", "H", "H", "H", "H", "H", "H", "H", "H", "C", "Si", "C", "H", "C", "C", "C", "C", "C", "C", "H", "H", "H", "H", "H", "H", "H", "H", "H", "H", "H"], "positions_angstrom": [[3.44, -0.34, 0.96], [2.02, -0.08, 0.77], [1.25, -1.21, 1.11], [-0.29, -0.87, 1.22], [-1.14, -1.99, 1.23], [-2.51, -1.86, 1.02], [-3.05, -0.59, 0.74], [-2.24, 0.54, 0.93], [-0.86, 0.40, 1.18], [4.00, 0.56, 0.68], [3.71, -0.57, 2.02], [3.75, -1.18, 0.31], [1.40, -1.97, 0.30], [-0.65, -2.95, 1.42], [-3.15, -2.73, 1.14], [-4.11, -0.51, 0.52], [-2.70, 1.53, 0.94], [-0.24, 1.28, 1.35], [2.76, -2.84, 5.91], [2.31, -1.04, 6.48], [3.13, 0.54, 5.70], [1.69, -1.70, 1.99], [0.37, -0.82, 6.54], [0.08, -0.75, 7.93], [-1.21, -0.59, 8.44], [-2.31, -0.49, 7.59], [-2.08, -0.55, 6.21], [-0.79, -0.71, 5.68], [1.90, -3.41, 5.55], [3.58, -2.89, 5.19], [3.13, -3.40, 6.78], [2.40, 1.23, 5.27], [3.64, 1.11, 6.50], [3.92, 0.32, 4.98], [0.92, -0.83, 8.64], [-1.36, -0.55, 9.51], [-3.30, -0.36, 7.99], [-2.94, -0.47, 5.54], [-0.67, -0.75, 4.58]]}

{"formula": "C16H22AlBBr2Cl5F4N2NaO14S", "method": "ωB97M-V/def2-TZVPD", "de_lowest_ev": 3.0433, "e_homo_ev": -6.2, "e_lumo_ev": -3.92, "orbital_gap_ev": 2.3, "species": ["C", "C", "C", "C", "C", "C", "O", "S", "O", "O", "O", "C", "C", "F", "F", "F", "H", "H", "H", "H", "H", "H", "H", "H", "H", "H", "H", "H", "H", "Br", "C", "C", "Br", "H", "H", "H", "H", "C", "O", "N", "N", "H", "H", "H", "H", "B", "O", "C", "O", "C", "O", "O", "O", "C", "O", "C", "O", "O", "Na", "Cl", "Al", "O", "H", "C", "Cl", "Cl", "Cl", "Cl", "F"], "positions_angstrom": [[5.41, 0.34, -1.43], [4.95, 1.49, -0.37], [3.40, 1.72, -0.60], [2.68, 2.62, 0.50], [1.07, 2.41, 0.57], [0.41, 2.21, -0.86], [0.51, 3.58, -1.45], [-0.90, 3.71, -2.32], [-0.49, 3.30, -3.70], [-1.65, 5.02, -2.19], [-1.96, 2.67, -1.50], [-1.10, 1.65, -0.92], [-1.64, 0.76, 0.28], [-1.71, 1.42, 1.51], [-2.93, 0.30, -0.09], [-0.84, -0.40, 0.35], [4.46, 0.03, -2.02], [5.78, -0.59, -0.89], [6.13, 0.74, -2.22], [5.52, 2.43, -0.69], [5.22, 1.19, 0.69], [2.88, 0.69, -0.58], [3.14, 2.16, -1.63], [2.89, 3.75, 0.25], [3.15, 2.46, 1.54], [0.79, 1.62, 1.34], [0.66, 3.40, 0.98], [0.93, 1.59, -1.65], [-1.05, 0.88, -1.78], [3.17, 1.12, -5.15], [4.14, -0.38, -5.91], [3.78, -1.67, -5.21], [4.67, -1.80, -3.49], [5.20, -0.13, -5.86], [3.83, -0.41, -6.97], [4.14, -2.54, -5.77], [2.71, -1.79, -5.02], [-5.36, 5.43, -0.07], [-6.15, 6.19, 0.44], [-4.20, 5.85, -0.64], [-5.56, 4.09, -0.13], [-3.54, 5.23, -1.08], [-4.01, 6.84, -0.62], [-6.41, 3.73, 0.28], [-4.91, 3.44, -0.55], [-0.48, -2.65, 4.78], [-0.04, -4.03, 5.03], [-1.00, -4.86, 4.61], [-0.94, -6.05, 4.68], [-2.12, -4.09, 4.04], [-3.12, -4.55, 3.57], [-1.87, -2.75, 4.12], [-0.48, -1.90, 6.04], [0.35, -0.86, 5.89], [0.57, -0.05, 6.75], [0.93, -0.89, 4.55], [1.72, -0.10, 4.09], [0.46, -1.95, 3.88], [-3.01, 4.53, 0.54], [-2.73, -1.31, 5.16], [4.83, -2.22, -7.15], [-3.03, -7.27, 1.91], [-3.17, -6.42, 2.33], [-5.61, -8.72, -0.02], [-6.73, -9.65, -1.04], [-3.94, -9.10, -0.49], [-5.91, -6.99, -0.23], [-5.86, -9.16, 1.68], [3.98, 4.72, -0.06]]}

no.,energy (Ha)
1,-1282.93600
2,-1512.80750
3,-2559.65988
4,-937.09820
5,-1808.72634
6,-1808.64650
7,-1225.66968
8,-1409.35423
9,-986.65187
10,-10461.52985